76
Properties=species:S:1:pos:R:3:forces:R:3:mulliken_charge:R:1 method="wB97M-V/def2-TZVPD" spin_multiplicity=2 total_charge=-2 lumo_ev="3.7 / 3.7" largest_force_ha_per_bohr=0.074 e_homo_ev="-0.5 / -2.8" energy_ev=-455875.4372
Hg -1.068 0.100 1.488 -0.06 0.72 0.77 2.13
Cl 2.102 3.794 7.317 -0.76 -0.28 -0.89 -0.33
C 0.952 3.064 6.083 0.59 0.28 0.46 0.51
C -0.253 2.556 6.575 0.95 -0.36 1.06 -0.83
C -0.895 1.635 5.774 -0.43 0.12 -0.98 0.71
Cl -2.174 0.652 6.443 -0.02 0.19 0.05 -0.28
C -0.603 1.452 4.397 -1.38 -1.39 1.13 0.35
O -1.328 0.627 3.726 -0.43 -0.46 -1.10 -0.83
C 0.546 2.054 3.883 2.80 2.43 0.90 0.87
C 1.090 1.991 2.620 0.99 0.64 -0.15 -0.78
O 0.730 1.299 1.611 -0.34 -0.53 -1.50 -0.58
C 1.383 2.841 4.811 0.79 -0.24 0.18 -1.56
H -0.380 2.537 7.649 -0.37 0.20 -0.02 0.35
H 2.031 2.591 2.441 -0.75 -0.45 0.28 0.08
H 2.464 3.084 4.598 -1.46 -0.14 -0.20 0.21
Br -4.413 -5.519 -1.181 0.18 -0.36 -0.02 -0.22
C -3.925 -3.742 -0.793 0.20 -0.80 0.37 -0.27
C -4.826 -2.750 -0.955 -1.38 1.22 -0.61 0.30
Br -6.572 -3.124 -1.724 0.64 0.15 0.31 -0.22
C -4.493 -1.409 -0.665 0.69 -0.82 0.37 -0.76
Br -5.624 -0.033 -1.098 -0.82 1.14 -0.17 -0.11
C -3.230 -1.052 -0.168 -0.14 -0.41 -0.45 1.11
O -2.800 0.146 -0.004 -0.45 0.34 0.27 -0.79
C -2.316 -2.135 0.084 0.83 0.36 0.07 -0.67
O -1.117 -1.810 0.536 -0.79 -1.13 -0.29 -0.21
C -2.680 -3.423 -0.235 0.25 -0.41 0.20 0.33
Br -1.449 -4.801 0.200 0.13 -0.01 -0.10 -0.17
C 1.711 -2.063 -0.176 0.83 1.14 -0.10 -0.21
N 2.194 -1.566 1.158 -0.12 -0.22 -0.74 0.46
C 3.126 -0.606 1.318 0.04 0.24 0.95 -0.77
Se 4.163 0.169 0.047 0.39 0.20 -0.32 -0.31
N 3.209 -0.313 2.666 0.45 -0.24 -0.75 0.17
C 2.342 -1.129 3.392 0.04 -0.14 -1.21 0.66
C 2.000 -1.165 4.743 0.61 0.92 -0.88 -0.95
C 0.976 -2.007 5.059 -1.25 -1.40 0.18 -0.20
C 0.278 -2.803 4.100 1.32 1.16 -0.63 -0.92
C 0.602 -2.737 2.741 0.91 0.73 0.83 0.05
C 1.706 -1.924 2.404 -1.19 0.01 1.18 0.10
H 2.436 -2.774 -0.621 -0.33 0.41 0.40 0.28
H 1.643 -1.160 -0.844 0.13 -0.91 0.59 -0.02
H 0.711 -2.481 -0.098 0.19 -0.04 0.31 -0.11
H 3.888 0.389 2.980 -0.74 -0.64 -0.11 0.38
H 2.459 -0.432 5.418 -0.30 -0.54 -0.05 0.33
H 0.633 -2.076 6.084 0.00 0.12 0.06 0.35
H -0.556 -3.398 4.379 -0.54 -0.30 0.41 0.44
H -0.022 -3.145 1.969 -0.01 -0.40 -0.07 0.14
Cl -2.021 3.522 -0.481 -0.33 -0.63 0.36 -0.11
C -0.498 4.151 0.091 0.07 1.07 -0.56 0.26
Cl 0.096 5.244 -1.230 0.37 0.16 0.27 -0.24
H 0.262 3.384 0.194 -0.23 -0.18 0.33 -0.31
H -0.658 4.793 0.969 0.20 -0.58 -0.30 0.36
C 1.553 0.017 -7.540 0.05 0.21 1.25 -1.19
C 0.683 0.951 -6.652 -0.46 -2.33 0.04 -0.28
O 0.736 0.370 -5.335 -0.01 0.01 -0.14 -0.28
P -0.114 1.177 -4.164 0.74 0.95 0.19 -0.66
O 0.759 0.663 -2.876 -0.71 0.16 -0.09 0.05
C 1.558 1.655 -2.194 1.00 -0.24 -1.31 1.23
C 2.784 1.927 -3.095 0.01 0.59 0.83 -1.33
O -1.446 0.328 -4.052 -0.45 -0.45 0.50 -0.03
C -1.518 -0.970 -3.406 -0.14 -0.29 -0.22 0.48
C -2.977 -1.430 -3.493 0.82 0.15 0.63 -0.88
H 1.352 0.141 -8.576 0.10 0.65 -1.05 0.41
H 1.280 -1.030 -7.382 0.01 0.13 0.47 0.29
H 2.637 0.135 -7.301 -0.85 -0.04 -0.28 0.26
H -0.380 0.983 -6.993 0.71 -0.05 0.01 0.28
H 1.056 1.940 -6.590 0.47 1.15 -0.22 0.39
H 1.847 1.239 -1.256 0.28 -0.52 0.58 -0.42
H 1.012 2.550 -1.963 -0.58 0.54 -0.26 -0.34
H 3.225 0.970 -3.342 0.07 -0.24 -0.16 0.35
H 3.583 2.515 -2.576 -0.80 -0.24 -0.39 0.37
H 2.454 2.429 -4.022 0.28 -0.09 0.35 0.32
H -1.159 -0.881 -2.371 -0.16 -0.03 -0.30 -0.25
H -0.849 -1.624 -3.980 -0.08 -0.13 0.27 0.28
H -3.569 -0.702 -2.913 0.03 -0.46 -0.43 0.04
H -3.088 -2.453 -3.059 0.01 0.79 -0.38 0.23
H -3.251 -1.401 -4.544 -0.31 -0.16 -0.03 0.49